(1)
Density functional theory data (ωB97M-V/def2-TZVPD) for 2 unconnected molecules or ions with the total composition C4H11NO2.

As for the SMILES: CC(N)=O.COC. The value obtained for the LUMO energy is 0.924 eV. The net charge is 0. Its molecular weight is 105.1 g/mol. The largest force on an atom comes out at 0.91 eV Å⁻¹. Its spin multiplicity is 1. As for the HOMO-LUMO gap: 10.7 eV. Its calculated total energy is -364.2401 Ha. The calculation puts the energy above the lowest of the compared OMol25 structures with the same formula, charge and spin at 17.6 kcal per mole.

Last columns: bonded neighbours and bond lengths (Å).
CARTESIAN COORDINATES (ANGSTROEM)
1 C -0.107 -2.753 1.650  C2 1.513, H5 1.103, H6 1.103, H7 1.103
2 C -0.144 -1.507 0.792  C1 1.513, N3 1.367, O4 1.223
3 N 0.679 -0.500 1.212  C2 1.367, H8 1.023, H9 1.023
4 O -0.849 -1.397 -0.201  C2 1.223
5 H -0.801 -3.502 1.231  C1 1.103
6 H -0.416 -2.528 2.684  C1 1.103
7 H 0.907 -3.186 1.672  C1 1.103
8 H 1.267 -0.596 2.043  N3 1.023
9 H 0.696 0.367 0.670  N3 1.023
10 C -0.964 2.171 -0.616  O11 1.414, H13 1.103, H14 1.103, H15 1.103
11 O 0.426 1.925 -0.696  C10 1.414, C12 1.414
12 C 0.752 1.317 -1.929  O11 1.414, H16 1.103, H17 1.103, H18 1.103
13 H -1.166 2.644 0.360  C10 1.103
14 H -1.547 1.236 -0.681  C10 1.103
15 H -1.303 2.853 -1.414  C10 1.103
16 H 0.243 0.346 -2.051  C12 1.103
17 H 0.487 1.962 -2.783  C12 1.103
18 H 1.842 1.147 -1.942  C12 1.103

---

(2)
Density functional theory data (ωB97M-V/def2-TZVPD) for C3H5NO in the gas phase in a non-equilibrium geometry.

As for the SMILES: C=NC(C)=O. The value obtained for the LUMO energy is 0.702 eV. The net charge is 0. Its molecular weight is 71.1 g/mol. The largest force on an atom comes out at 4.14 eV Å⁻¹. Its spin multiplicity is 1. As for the HOMO-LUMO gap: 10.5 eV. Its calculated total energy is -247.2449 Ha. The calculation puts the energy above the lowest of the compared OMol25 structures with the same formula, charge and spin at 39.1 kcal per mole.

Last columns: bonded neighbours and bond lengths (Å).
CARTESIAN COORDINATES (ANGSTROEM)
1 C -1.394 1.235 0.123  N2 1.218, H6 1.089, H7 1.130
2 N -0.423 0.739 -0.422  C1 1.218, C3 1.325
3 C 0.802 0.371 -0.079  N2 1.325, C4 1.588, O5 1.214
4 C 0.751 -1.213 -0.171  C3 1.588, H8 1.163, H9 1.149, H10 1.184
5 O 1.843 0.950 0.152  C3 1.214
6 H -2.302 1.327 -0.471  C1 1.089
7 H -1.565 1.217 1.240  C1 1.130
8 H 1.404 -1.594 -1.055  C4 1.163
9 H 1.256 -1.445 0.834  C4 1.149
10 H -0.373 -1.586 -0.150  C4 1.184

---

> Which value of energy above the lowest of the compared OMol25 structures with the same formula, charge and spin does entry 1 give?

17.6 kcal per mole

---

> molecular weight of number 2 (C3H5NO)?

71.1 g/mol

---

> What is the formula in the second record?

C3H5NO

---

What did the first record say?
Density functional theory data (ωB97M-V/def2-TZVPD) for 2 unconnected molecules or ions with the total composition C4H11NO2.

As for the SMILES: CC(N)=O.COC. The value obtained for the LUMO energy is 0.924 eV. The net charge is 0. Its molecular weight is 105.1 g/mol. The largest force on an atom comes out at 0.91 eV Å⁻¹. Its spin multiplicity is 1. As for the HOMO-LUMO gap: 10.7 eV. Its calculated total energy is -364.2401 Ha. The calculation puts the energy above the lowest of the compared OMol25 structures with the same formula, charge and spin at 17.6 kcal per mole.

Last columns: bonded neighbours and bond lengths (Å).
CARTESIAN COORDINATES (ANGSTROEM)
1 C -0.107 -2.753 1.650  C2 1.513, H5 1.103, H6 1.103, H7 1.103
2 C -0.144 -1.507 0.792  C1 1.513, N3 1.367, O4 1.223
3 N 0.679 -0.500 1.212  C2 1.367, H8 1.023, H9 1.023
4 O -0.849 -1.397 -0.201  C2 1.223
5 H -0.801 -3.502 1.231  C1 1.103
6 H -0.416 -2.528 2.684  C1 1.103
7 H 0.907 -3.186 1.672  C1 1.103
8 H 1.267 -0.596 2.043  N3 1.023
9 H 0.696 0.367 0.670  N3 1.023
10 C -0.964 2.171 -0.616  O11 1.414, H13 1.103, H14 1.103, H15 1.103
11 O 0.426 1.925 -0.696  C10 1.414, C12 1.414
12 C 0.752 1.317 -1.929  O11 1.414, H16 1.103, H17 1.103, H18 1.103
13 H -1.166 2.644 0.360  C10 1.103
14 H -1.547 1.236 -0.681  C10 1.103
15 H -1.303 2.853 -1.414  C10 1.103
16 H 0.243 0.346 -2.051  C12 1.103
17 H 0.487 1.962 -2.783  C12 1.103
18 H 1.842 1.147 -1.942  C12 1.103